(1)
Below is a 5-piece molecular cluster, C34H70BrFI2N3O9P2S overall in a non-equilibrium geometry, with properties calculated with ωB97M-V/def2-TZVPD.

The total energy comes out at -6528.04349 Eh. Its total charge is +1. Its spin multiplicity is 1. The calculation puts the HOMO-LUMO gap at 6.58 eV.

The geometry in XYZ format:
```
123
Properties=species:S:1:pos:R:3:forces:R:3
H 1.298 -0.583 -3.807 1.0237 0.5577 2.3909
C -1.086 -1.048 -0.282 -7.3396 -0.7655 4.2450
H 0.081 0.676 -2.319 2.6024 -0.0409 1.1462
C 2.509 1.863 2.883 1.0413 0.6165 1.4485
C -5.800 3.719 -6.318 -0.1515 -0.0168 -0.0289
O 5.179 -1.993 5.981 -0.0233 0.1455 -0.2314
H 1.784 1.577 -2.350 -1.3573 -2.1630 0.7519
C 6.027 3.261 0.590 0.4953 -0.8758 3.0249
C 1.975 -1.873 0.630 -5.0324 -4.8248 5.3507
H 4.466 -4.376 8.295 0.0579 0.0723 -0.1486
N -1.755 3.398 0.793 1.3256 -1.2328 0.9173
H 2.932 -4.178 -1.348 1.8196 0.8001 -1.5163
H -5.407 4.421 -7.060 -0.0407 -0.0798 0.1080
C 1.213 0.611 -1.928 -0.1180 1.3359 -0.8995
C 3.850 -3.826 -2.024 -1.7784 -0.3019 1.0904
O 2.095 3.295 0.030 1.5404 -1.0809 0.0838
S 4.250 2.447 -3.549 0.2380 -0.9695 -0.5271
C 4.665 -4.024 7.278 0.0548 -0.1043 -0.1023
H -3.837 2.990 -5.747 -0.0240 -0.0393 -0.0882
C -6.372 1.810 0.254 0.1199 0.0869 -0.0119
O -5.197 2.524 -4.251 0.0700 0.0018 0.1784
H -4.965 1.469 -1.373 -0.0821 -0.0024 -0.0751
H 2.157 -1.729 4.455 0.0674 -0.0569 0.0972
C 2.854 -1.576 5.284 -0.1676 0.0312 0.1870
N 2.316 0.502 0.512 0.4220 0.6800 -0.3933
H -7.269 1.911 -0.365 0.0266 -0.0136 -0.0986
I -0.874 -2.729 -1.571 0.3881 1.0443 0.1617
H 2.548 4.260 -2.503 0.8265 -0.5398 1.3722
H -5.963 0.708 -3.762 0.0577 0.2706 0.0238
C 2.222 0.542 1.998 -0.4133 0.0526 6.6536
C 3.582 1.281 0.039 3.6542 0.6185 1.8250
H -4.431 0.857 0.192 -0.1505 -0.0656 -0.0416
C -5.655 1.240 -4.667 0.1069 0.0223 -0.0338
O -5.914 3.095 0.670 0.0519 -0.0590 0.1549
C 1.923 -0.498 -2.781 1.6902 0.4097 -5.0762
C -5.307 0.989 -0.455 0.1630 0.0178 -0.0622
H -5.578 -5.376 1.362 0.0837 -0.2771 -0.1367
H -2.413 2.786 1.320 0.4963 0.6029 -0.5976
C 4.203 -2.197 4.962 0.1681 0.0188 0.1887
O -2.297 -1.185 0.362 7.6965 1.4202 -3.6382
C -6.517 4.289 -1.397 -0.2089 -0.0607 -0.0048
H -4.554 3.560 -0.827 -0.0206 -0.0267 -0.0871
O 3.999 -2.340 -4.078 -4.7964 0.1593 6.7667
H -3.218 -7.103 -0.900 0.0911 0.0608 0.0028
H -4.983 -0.568 -5.641 0.0511 0.1375 0.0715
H 4.003 -1.999 7.690 -0.0808 -0.0343 -0.0021
H -6.854 3.395 -1.927 0.1369 0.0905 -0.0784
H -4.248 0.899 -6.294 -0.0708 -0.0636 -0.0230
H 3.680 2.001 3.099 -2.5629 -0.6643 -0.7426
H -3.734 -3.823 0.811 -0.0188 -0.0796 -0.0807
H -1.932 -8.697 0.526 -0.1372 0.0459 0.0422
H 2.408 -2.009 6.182 -0.0063 -0.0233 -0.1160
H -5.701 0.002 -0.720 0.0589 0.1000 0.0927
H 2.050 1.654 3.966 0.8846 0.2740 -2.5872
H -2.347 -7.279 1.494 0.0598 -0.0075 -0.0575
C -3.729 -7.697 -0.136 -0.0778 -0.0033 0.1891
C 3.323 -2.530 -2.950 3.6364 -1.2118 -3.8734
H -4.446 -4.504 -0.670 0.0387 -0.0081 0.1375
C -4.604 -5.782 1.065 -0.0239 -0.0979 -0.1277
H 2.162 2.900 2.559 0.1568 -1.7154 0.0146
H 0.598 3.361 -2.429 -0.6146 -0.4090 1.9851
H -2.889 -5.091 -0.087 0.0094 0.0285 0.1027
H 2.975 -0.126 -3.228 -2.3675 -0.2914 1.3621
C -4.590 0.418 -5.376 0.1247 0.0019 -0.0384
C 0.055 3.266 -1.404 -0.2091 0.4517 -0.8561
H -6.137 2.825 -6.848 0.0907 0.0687 -0.0400
H -6.680 1.279 1.159 0.0642 0.2753 0.0088
H -4.109 -8.589 -0.644 -0.1770 0.2174 0.0950
H 5.639 -4.391 -0.581 -1.4371 2.1484 -1.1084
H -4.064 -5.997 1.992 0.0837 0.0339 -0.0203
H -0.151 4.392 -1.058 0.3698 -2.6315 -0.6037
H 5.558 -4.533 6.896 -0.1380 0.1073 0.1214
H -7.396 4.737 -0.921 0.1548 -0.0053 -0.0294
C 3.420 2.809 -0.359 0.3811 1.3806 2.0174
C -5.456 3.969 -0.358 -0.1082 0.0276 -0.0471
C 4.870 -2.517 7.270 0.0244 -0.1894 0.0229
H 4.124 3.783 1.703 0.4861 -0.4870 -2.1805
H 4.703 4.680 -2.057 -0.8771 -1.0280 1.0054
H -4.435 4.330 -4.787 -0.0920 -0.2592 0.1357
F 3.264 -0.334 2.704 -2.0865 1.6163 -3.0450
N 1.234 -2.766 1.258 6.9102 8.1754 -5.9077
C -2.765 -8.132 0.956 -0.0030 -0.0321 0.1556
H -5.152 4.900 0.134 -0.0719 -0.2845 0.1389
H 7.754 4.268 1.854 -2.4856 -1.1062 0.4004
H 2.960 -0.500 5.458 0.0292 -0.0971 -0.0195
H -0.530 0.369 1.314 0.4005 -0.2431 -2.7371
H 6.800 2.963 2.815 -0.6881 1.7393 -1.3757
C 5.052 -3.434 -0.987 0.3499 0.4616 -0.2131
H -3.279 -8.763 1.691 0.0946 0.0807 -0.1744
H -0.973 2.754 -1.634 1.9910 1.0918 0.7860
H 0.252 4.415 1.772 0.6137 -1.3388 -0.7039
O 2.802 -0.756 0.251 -2.2638 -5.8958 0.0545
H 4.109 -4.771 -2.691 -0.3643 2.5176 1.0864
H 4.267 1.251 1.026 -1.8924 0.2679 -2.1739
C -0.361 0.320 0.130 -1.3256 0.0998 1.1469
H -1.187 1.077 -0.296 2.0478 -1.2833 0.9388
C 6.658 3.831 2.040 1.1916 0.6919 -0.3352
C 0.935 2.524 -0.205 -2.0515 0.8057 -0.4480
Br 4.857 0.109 -1.042 -0.7065 1.4601 0.2122
H 5.793 -2.718 -1.565 -1.2540 -1.6072 1.2921
H -6.124 4.991 -2.139 -0.0314 -0.0994 0.0857
P 3.764 3.542 -2.068 -0.3880 1.4714 -2.2776
H -6.552 1.341 -5.285 0.0325 -0.0132 -0.0843
H 4.426 4.830 0.170 0.1127 -2.4078 1.0123
H 6.047 4.756 2.446 1.0441 -2.1116 -0.6908
H -3.714 0.287 -4.729 -0.1563 -0.0191 -0.0548
H 4.645 -2.843 -0.042 0.7602 -1.2581 -2.0144
H 1.228 0.069 2.465 2.0871 0.8297 -1.9977
H 5.717 -2.275 7.918 -0.0327 0.1142 -0.2860
C -3.874 -4.742 0.233 0.0266 0.0513 -0.1061
C 4.489 3.714 0.594 -0.3259 0.8401 -0.5984
C -4.739 3.399 -5.279 -0.1352 -0.0011 0.0079
H 4.104 -3.265 4.743 -0.1127 -0.0045 0.0402
O -4.866 -6.992 0.357 -0.0398 -0.0015 -0.0217
H -6.678 4.167 -5.842 0.1569 -0.0282 -0.0525
H 3.824 -4.324 6.650 -0.0466 -0.0039 0.0918
H -0.215 2.232 2.380 0.6812 0.3925 -0.4563
I 7.386 4.012 -0.920 -0.7557 -0.2989 -0.0147
H 4.597 -1.731 4.052 0.1671 -0.0764 0.2936
C 1.083 0.853 -0.335 -2.3421 1.8846 -1.4434
H 6.229 2.086 0.657 -0.7813 2.5817 -0.5027
O 2.163 -1.852 -2.425 2.3933 -1.3932 0.4796
P -0.232 3.128 1.252 -3.2368 0.8235 0.3503
```
Positions in Å, forces in eV/Å.

---

(2)
Below is an isolated ion of composition C2H7N2O and charge +1 in a non-equilibrium geometry, with properties calculated with ωB97M-V/def2-TZVPD.

The total energy comes out at -264.82151 Eh. Its total charge is +1. Its SMILES is CO/[NH+]=C/N. The energy relative to the best compared isomer or geometry (same formula, charge and spin) is 2.985 eV. Its spin multiplicity is 1. The calculation puts the HOMO-LUMO gap at 11.07 eV.

The geometry in XYZ format:
```
12
Properties=species:S:1:pos:R:3:forces:R:3
H 0.544 2.958 -0.625 -0.3832 0.0269 -0.4172
N 0.496 -0.011 0.592 -0.5063 -0.7601 -0.3728
H 1.165 0.050 1.367 -0.2832 -0.4012 -0.4490
H -0.716 1.086 -0.757 0.5667 -0.7679 0.6392
H -0.052 -2.070 -1.012 -1.0494 0.4165 1.0819
H 1.673 2.321 0.427 0.0539 -0.2343 0.1529
C 0.184 1.048 -0.106 -1.9781 -0.4775 -0.7576
O -0.455 -1.013 0.791 0.3102 1.1973 2.2458
H -1.829 -1.696 -0.612 0.6314 0.5289 -0.0661
C -0.834 -1.927 -0.187 0.4526 -0.6525 -3.4596
H -1.005 -2.898 0.229 0.4258 -0.4402 0.9328
N 0.832 2.152 -0.107 1.7597 1.5641 0.4698
```
Positions in Å, forces in eV/Å.

---

(3)
Below is a 2-piece molecular cluster, C2H8NS2 overall, with properties calculated with ωB97M-V/def2-TZVPD.

The total energy comes out at -932.16093 Eh. Its total charge is -1. The energy relative to the best compared isomer or geometry (same formula, charge and spin) is 0.182 eV. Its spin multiplicity is 1. The calculation puts the HOMO-LUMO gap at 6.76 eV.

The geometry in XYZ format:
```
13
Properties=species:S:1:pos:R:3:forces:R:3
S -1.121 -1.042 -0.979 0.1161 -0.2245 0.0252
H -0.381 1.097 -1.739 -0.0675 0.1170 0.0272
H 1.377 -1.157 -0.828 0.0918 0.2008 -0.0281
H -1.200 1.180 -0.175 0.3169 0.3378 0.2351
H 0.848 0.464 0.959 0.0356 0.0947 -0.0633
N 1.908 -0.299 -0.646 -0.0650 -0.2056 0.3072
H 2.255 0.031 -1.528 0.0487 0.0309 -0.5078
H -2.379 -1.635 2.730 0.0449 0.1025 -0.0069
H -1.516 -1.075 0.958 0.0352 0.4573 0.0976
S -1.706 -0.545 2.324 -0.0899 -0.3522 -0.0826
H 1.399 1.668 -0.219 -0.0580 0.0253 0.1016
C -0.439 0.643 -0.744 -0.1887 -0.5051 -0.6599
C 0.956 0.671 -0.113 -0.2200 -0.0789 0.5547
```
Positions in Å, forces in eV/Å.

---

(4)
Below is a 2-piece molecular cluster, C6H9N4S overall in a non-equilibrium geometry, with properties calculated with ωB97M-V/def2-TZVPD.

The total energy comes out at -850.76307 Eh. Its total charge is +1. The energy relative to the best compared isomer or geometry (same formula, charge and spin) is 6.793 eV. Its spin multiplicity is 1. The calculation puts the HOMO-LUMO gap (alpha / beta) at 7.07 / 7.07 eV.

The geometry in XYZ format:
```
20
Properties=species:S:1:pos:R:3:forces:R:3
S 2.197 0.379 -4.579 -0.3429 0.3820 -0.0541
H -1.351 0.052 0.814 -1.2134 1.5221 -0.9654
H -0.699 -0.252 2.997 0.9233 -0.1292 -0.3155
H -2.561 1.303 0.041 0.5496 -0.6875 0.5588
H -2.574 1.411 -2.442 -1.6323 0.5443 -0.1260
H 0.296 -0.327 -0.148 0.9075 -0.3930 0.8135
C -1.593 1.171 -2.208 4.3305 -0.9298 -2.4694
N -0.130 -0.256 2.147 0.8775 -0.8455 -1.8252
H 2.808 -1.022 -1.343 0.1161 0.2795 1.1490
N -1.126 0.627 -1.135 -3.2864 2.1273 -1.5742
C 0.842 0.677 -3.471 -0.1462 -0.1565 -0.3859
H 0.551 0.529 2.003 -0.9931 -1.2719 0.8664
C 0.141 0.192 -1.045 2.6707 -0.6025 -2.9661
H 0.282 -1.199 1.834 -0.8453 2.0475 1.4625
C 2.408 -0.332 -2.050 -1.6846 -0.5254 -1.1674
N -0.162 1.173 -3.987 -4.5382 1.1023 2.3522
C 0.999 0.203 -2.129 2.5555 -1.6592 3.1157
C 3.000 -0.335 -3.258 0.9321 0.9794 0.4255
H 4.047 -0.492 -3.445 0.1801 -0.8557 0.1376
N -1.937 0.491 -0.024 0.6394 -0.9283 0.9680
```
Positions in Å, forces in eV/Å.